{
  "formula": "C10H10NO2",
  "method": "the ωB97M-V functional and the def2-TZVPD basis",
  "symbols": ["C", "C", "C", "C", "C", "C", "C", "C", "C", "C", "N", "O", "O", "H", "H", "H", "H", "H", "H", "H", "H", "H", "H"],
  "positions_angstrom": [[0.57553, -3.04922, 0.01926], [1.61130, -2.16181, -0.03506], [-0.75880, -2.53363, -0.10061], [1.37495, -0.85914, -0.18914], [-0.96832, -1.22737, -0.39825], [0.10244, -0.26978, -0.42293], [-0.67457, 0.25684, 2.32561], [-1.23709, 1.85997, -0.16464], [1.03278, 1.99988, -1.00377], [-0.09917, 1.16670, -0.43611], [-0.00273, 1.19720, 2.32214], [-1.23633, 3.12035, -0.54516], [-2.32852, 1.39987, 0.39556], [0.80422, -4.11137, 0.33327], [2.62414, -2.61755, 0.08067], [-1.51074, -3.17761, 0.06965], [2.22014, 0.00180, -0.21893], [-1.96357, -0.76228, -0.52147], [-1.31535, -0.44499, 2.03229], [-2.05572, 3.54751, -0.19100], [0.69951, 2.95907, -1.48461], [1.47854, 1.44182, -1.81648], [1.62736, 2.26375, -0.05029]],
  "gap_ha": 0.229,
  "lumo_ev": 3.76,
  "charge": -1
}